The following is a DFT calculation (ωB97M-V with the def2-TZVPD basis set) of a structure of composition C16H14CrIN6O7S at a distorted geometry.

Summary:
<S²>: 3.7929
F_max, eV/Å: 1.3
Spin multiplicity: 4
Molar mass, g mol⁻¹: 613.3
Energy, Eh: -3213.57649
LUMO (spin up / spin down), eV: -1.30 / -1.46
Frontier orbital gap (spin up / spin down), eV: 6.79 / 6.59
Total charge: 0

Geometry (Å):
Cr (0.394, -0.163, 0.483)
C (-0.321, -2.644, -3.014)
C (-0.263, -1.955, -1.700)
N (0.230, -0.810, -1.483)
N (0.655, 0.077, -2.437)
C (0.408, 1.378, -2.095)
N (1.006, 2.293, -2.848)
S (-0.628, 1.756, -0.811)
C (-0.882, -2.548, -0.460)
C (-1.260, -3.862, -0.385)
C (-1.843, -4.323, 0.795)
C (-2.045, -3.443, 1.829)
C (-1.631, -2.122, 1.675)
N (-1.064, -1.683, 0.563)
H (-0.107, -1.958, -3.831)
H (-1.307, -3.081, -3.172)
H (0.413, -3.453, -3.039)
H (1.318, -0.195, -3.146)
H (1.799, 2.054, -3.422)
H (0.945, 3.245, -2.527)
H (-1.081, -4.529, -1.217)
H (-2.119, -5.365, 0.896)
H (-2.486, -3.760, 2.763)
H (-1.720, -1.405, 2.479)
O (3.734, 0.755, -1.317)
C (3.108, 0.241, -0.403)
O (2.024, 0.764, 0.098)
C (3.568, -1.081, 0.158)
C (4.882, -1.433, -0.052)
C (5.354, -2.656, 0.391)
C (4.519, -3.568, 0.988)
C (3.199, -3.223, 1.192)
C (2.675, -1.960, 0.825)
O (1.432, -1.684, 1.028)
N (2.331, -4.275, 1.754)
O (2.720, -5.429, 1.665)
O (1.285, -3.955, 2.281)
N (6.764, -3.009, 0.178)
O (7.137, -4.109, 0.536)
O (7.481, -2.177, -0.343)
H (5.537, -0.745, -0.567)
H (4.880, -4.541, 1.280)
I (1.654, 0.359, 3.703)
C (0.126, 0.838, 2.275)
H (0.237, 1.907, 2.106)
H (-0.814, 0.669, 2.807)

Results of the Mulliken charge analysis, in e, for atoms 1 through 4: Cr -0.11; C -1.77; C 0.58; N 0.82

The following is a DFT calculation (ωB97M-V with the def2-TZVPD basis set) of a cluster of 2 separate species, C16H14F3NO in total at a distorted geometry.

Summary:
F_max, eV/Å: 2.2
Molar mass, g mol⁻¹: 293.3
Energy, Eh: -1047.58918
LUMO, eV: -3.28
Frontier orbital gap, eV: 3.78
Total charge: 0

Geometry (Å):
C (3.444, -0.434, 3.822)
C (2.334, -0.134, 2.866)
C (1.208, -0.966, 2.813)
C (0.178, -0.710, 1.932)
C (0.202, 0.418, 1.049)
C (-0.911, 0.569, 0.188)
C (-1.211, 1.532, -0.810)
C (-2.494, 1.423, -1.441)
C (-2.914, 2.337, -2.394)
C (-2.083, 3.403, -2.772)
C (-0.812, 3.515, -2.195)
C (-0.363, 2.589, -1.256)
C (1.341, 1.273, 1.146)
C (2.383, 0.974, 2.014)
H (4.262, 0.284, 3.698)
H (3.094, -0.385, 4.862)
H (3.839, -1.447, 3.660)
H (1.163, -1.822, 3.483)
H (-0.688, -1.371, 1.888)
H (-1.694, -0.177, 0.339)
H (-3.138, 0.594, -1.139)
H (-3.897, 2.229, -2.851)
H (-2.417, 4.134, -3.509)
H (-0.153, 4.334, -2.482)
H (0.649, 2.669, -0.876)
H (1.399, 2.175, 0.551)
H (3.260, 1.621, 2.044)
H (-1.111, -1.247, -2.165)
N (-0.603, -2.133, -2.182)
C (-1.304, -3.110, -1.636)
C (-0.367, -4.430, -1.862)
F (-0.033, -4.615, -3.174)
F (0.793, -4.290, -1.142)
F (-0.982, -5.563, -1.432)
O (-2.373, -3.240, -1.038)

Results of the Mulliken charge analysis, in e, for atoms 1 through 4: C -1.37; C 1.16; C -0.75; C -0.63

The following is a DFT calculation (ωB97M-V with the def2-TZVPD basis set) of a structure of composition C16H14F3NO4S at a distorted geometry.

Summary:
Energy above the lowest of the compared OMol25 structures with the same formula, charge and spin, eV: 12.2022
F_max, eV/Å: 15.5
Molar mass, g mol⁻¹: 373.4
Energy, Eh: -1671.06267
LUMO, eV: -0.70
Frontier orbital gap, eV: 8.28
Total charge: 0

Geometry (Å):
O (2.279, -0.372, 2.858)
S (2.617, -1.237, 1.654)
O (3.877, -1.722, 1.565)
N (1.752, -2.709, 1.808)
H (2.347, -3.519, 1.181)
C (0.426, -2.607, 1.670)
H (0.288, -1.999, 0.825)
H (-0.117, -3.737, 1.469)
C (-0.348, -2.017, 2.778)
H (-0.155, -2.466, 3.664)
H (-0.039, -1.002, 3.054)
O (-1.802, -1.959, 2.707)
C (-2.083, -0.785, 1.736)
C (-2.569, -1.159, 0.455)
F (-1.467, -0.903, -0.498)
F (-3.523, -0.541, 0.053)
F (-2.496, -2.391, 0.233)
H (-3.152, -0.444, 2.356)
H (-1.724, 0.113, 1.799)
C (2.114, -0.535, 0.336)
C (1.331, 0.418, 0.242)
C (0.801, 1.031, -0.707)
C (1.117, 0.424, -2.063)
C (2.056, -0.607, -2.007)
C (2.362, -1.389, -1.099)
H (3.145, -1.976, -0.998)
H (2.524, -1.063, -3.189)
O (0.481, 0.993, -3.199)
C (-0.055, 2.073, -2.578)
C (-0.876, 3.005, -3.405)
C (-1.720, 3.815, -2.719)
C (-1.516, 3.834, -1.395)
C (-0.816, 3.081, -0.589)
C (0.079, 2.096, -1.330)
H (-0.640, 3.108, 0.486)
H (-2.319, 4.697, -0.742)
H (-2.254, 4.471, -3.378)
H (-0.958, 3.047, -4.302)
H (1.030, 0.930, 1.270)

Results of the Mulliken charge analysis, in e, for atoms 1 through 4: O -0.73; S 1.21; O -0.72; N -0.38

The following is a DFT calculation (ωB97M-V with the def2-TZVPD basis set) of a structure of composition C16H14F6InN2O7S3.

Summary:
F_max, eV/Å: 0.8
Molar mass, g mol⁻¹: 671.3
Energy, Eh: -3238.00770
LUMO, eV: -3.72
Frontier orbital gap, eV: 7.65
Total charge: +1

Geometry (Å):
In (-1.073, -0.674, -0.706)
C (0.502, 6.764, -1.072)
O (-0.312, 5.612, -1.307)
C (0.244, 4.405, -1.204)
C (1.600, 4.203, -0.874)
C (2.064, 2.924, -0.774)
C (1.240, 1.793, -0.968)
C (1.774, 0.494, -0.699)
C (3.252, 0.223, -0.719)
O (1.072, -0.517, -0.403)
C (-0.123, 2.024, -1.359)
O (-0.945, 1.049, -1.726)
C (-0.588, 3.324, -1.453)
H (-0.155, 7.617, -1.183)
H (1.308, 6.826, -1.804)
H (0.915, 6.750, -0.064)
H (2.262, 5.035, -0.695)
H (3.098, 2.782, -0.488)
H (3.847, 1.046, -1.099)
H (3.406, -0.647, -1.360)
H (3.591, -0.049, 0.284)
H (-1.617, 3.493, -1.737)
F (-5.378, -2.995, -0.216)
C (-4.453, -2.692, 0.670)
F (-3.315, -3.319, 0.375)
F (-4.844, -3.026, 1.884)
S (-4.181, -0.859, 0.605)
O (-3.253, -0.643, -0.537)
O (-5.460, -0.268, 0.503)
N (-3.455, -0.524, 1.969)
S (-1.907, -0.403, 2.003)
O (-1.202, -1.629, 1.574)
O (-1.352, 0.740, 1.291)
C (-1.600, -0.197, 3.804)
F (-2.009, -1.287, 4.423)
F (-2.246, 0.863, 4.231)
F (-0.296, -0.043, 3.944)
S (-0.750, -2.791, -1.926)
C (0.594, -3.490, -1.080)
N (0.756, -3.337, 0.249)
C (1.811, -3.819, 0.943)
C (2.768, -4.548, 0.306)
C (2.613, -4.787, -1.065)
C (1.538, -4.269, -1.750)
H (0.058, -2.805, 0.757)
H (1.828, -3.603, 2.000)
H (3.611, -4.934, 0.858)
H (3.354, -5.374, -1.593)
H (1.405, -4.436, -2.809)

Results of the Mulliken charge analysis, in e, for atoms 1 through 4: In 1.45; C -0.89; O -0.43; C 0.82

The following is a DFT calculation (ωB97M-V with the def2-TZVPD basis set) of a structure of composition C16H14FMoN2O5S3.

Summary:
Energy above the lowest of the compared OMol25 structures with the same formula, charge and spin, eV: 0.0000
F_max, eV/Å: 0.4
Molar mass, g mol⁻¹: 525.4
Energy, Eh: -2466.23662
LUMO, eV: -6.45
Frontier orbital gap, eV: 5.40
Total charge: +1

Geometry (Å):
Mo (-1.643, -1.339, -2.118)
C (-0.863, 0.484, 1.840)
C (-1.395, 0.261, 0.463)
N (-0.785, -0.609, -0.309)
N (0.344, -1.194, 0.212)
C (1.065, -1.772, -0.675)
S (0.591, -1.823, -2.387)
S (2.559, -2.566, -0.366)
C (2.832, -2.179, 1.396)
C (3.693, -0.968, 1.640)
C (4.776, -1.075, 2.504)
C (5.572, 0.029, 2.779)
C (5.296, 1.249, 2.183)
C (4.220, 1.362, 1.312)
C (3.424, 0.260, 1.043)
C (-2.529, 1.030, -0.038)
C (-3.362, 1.765, 0.820)
C (-4.340, 2.592, 0.315)
C (-4.497, 2.738, -1.066)
C (-3.697, 2.033, -1.940)
C (-2.748, 1.173, -1.415)
O (-1.987, 0.444, -2.274)
H (0.212, 0.646, 1.795)
H (-1.335, 1.330, 2.323)
H (-1.017, -0.418, 2.437)
H (1.846, -2.097, 1.849)
H (3.310, -3.075, 1.789)
H (5.002, -2.029, 2.967)
H (6.412, -0.070, 3.453)
H (5.921, 2.108, 2.388)
H (4.007, 2.310, 0.835)
H (2.597, 0.356, 0.348)
H (-3.252, 1.671, 1.891)
H (-4.982, 3.136, 0.992)
H (-5.259, 3.399, -1.457)
H (-3.803, 2.101, -3.014)
O (-3.191, -2.966, -5.071)
S (-2.933, -1.725, -4.458)
O (-3.285, -0.484, -5.043)
O (-1.385, -1.646, -4.003)
O (-3.369, -1.728, -2.932)
F (-2.025, -2.715, -1.008)

Results of the Mulliken charge analysis, in e, for atoms 1 through 4: Mo 1.27; C -1.28; C 1.42; N 0.16

The following is a DFT calculation (ωB97M-V with the def2-TZVPD basis set) of an isolated molecule of C16H14FN3O3S2 at a distorted geometry.

Summary:
Energy above the lowest of the compared OMol25 structures with the same formula, charge and spin, eV: 1.4853
F_max, eV/Å: 1.2
SMILES string: CN1C(C(=O)NCc2cccs2)=CC(c2ccc(F)cc2)=NS1(=O)=O
Molar mass, g mol⁻¹: 379.4
Energy, Eh: -1904.32810
LUMO, eV: -0.53
Frontier orbital gap, eV: 8.66
Total charge: 0

Geometry (Å):
C (-0.927, 1.826, -3.063)
N (-0.845, 1.661, -1.636)
C (-0.740, 0.481, -1.013)
C (-0.456, -0.753, -1.844)
O (-1.257, -1.636, -2.040)
N (0.806, -0.740, -2.326)
C (1.389, -1.895, -2.981)
C (2.476, -2.501, -2.158)
C (3.744, -2.822, -2.531)
C (4.505, -3.380, -1.478)
C (3.805, -3.464, -0.320)
S (2.198, -2.876, -0.487)
C (-0.877, 0.339, 0.340)
C (-1.247, 1.428, 1.171)
C (-1.682, 1.188, 2.557)
C (-2.567, 2.090, 3.149)
C (-3.000, 1.909, 4.446)
C (-2.527, 0.818, 5.158)
F (-2.942, 0.632, 6.424)
C (-1.634, -0.083, 4.604)
C (-1.216, 0.104, 3.300)
N (-1.301, 2.656, 0.748)
S (-0.634, 3.073, -0.652)
O (-1.357, 4.122, -1.285)
O (0.783, 3.211, -0.516)
H (0.067, 1.854, -3.517)
H (-1.416, 2.784, -3.229)
H (-1.513, 1.022, -3.509)
H (1.432, -0.001, -2.044)
H (0.565, -2.604, -3.125)
H (1.787, -1.608, -3.960)
H (4.125, -2.671, -3.525)
H (5.526, -3.697, -1.583)
H (4.130, -3.837, 0.631)
H (-0.824, -0.657, 0.746)
H (-2.906, 2.930, 2.564)
H (-3.690, 2.594, 4.912)
H (-1.278, -0.912, 5.194)
H (-0.503, -0.585, 2.877)

Results of the Mulliken charge analysis, in e, for atoms 1 through 4: C -0.96; N -0.08; C 0.33; C -0.08